# 1
C39H63F9O43P4 | ωB97M-V/def2-TZVPD

Geometry as XYZ:
```
158
Properties=species:S:1:pos:R:3:forces:R:3:lowdin_charge:R:1
P 5.395 -6.462 -1.580 -0.40 -0.10 0.44 0.53
P -7.546 3.239 -0.404 1.16 -2.53 2.26 0.48
P 10.120 -0.168 -1.018 1.33 -0.74 1.35 0.46
P -4.946 5.087 -7.943 -2.77 -0.86 0.47 0.46
F 3.276 4.385 -1.387 -0.19 -0.21 0.44 0.08
F 6.959 2.292 3.784 2.51 -2.65 -2.23 0.11
F -7.575 -0.747 3.792 -1.15 0.11 -0.23 0.09
F -1.664 0.488 -1.706 0.10 -0.51 -0.61 0.07
F 3.039 -2.516 3.787 -0.56 0.61 -0.03 0.09
F -1.983 5.064 4.767 0.59 -0.55 0.84 0.07
F -0.744 -1.442 5.566 0.67 -2.41 -3.45 0.14
F -4.224 -4.373 -6.872 -0.34 -0.75 -0.73 0.07
F -3.174 -8.636 2.015 -0.58 -1.09 0.12 0.07
O -2.695 -4.774 -4.517 0.44 1.14 0.04 0.07
O 4.586 -5.055 -1.473 1.81 0.31 -0.61 -0.25
O -3.914 3.841 -7.663 -0.86 1.74 -2.64 -0.23
O -7.011 -3.632 4.533 -0.49 -0.56 0.80 0.07
O -0.534 -1.400 0.248 -0.75 -3.97 0.62 0.07
O 10.627 -1.408 -1.936 -0.99 1.22 2.54 -0.21
O -0.428 -1.565 7.746 -1.65 0.20 -1.47 0.18
O -2.827 -6.757 3.167 -0.32 -0.23 -0.02 0.13
O 11.094 -0.219 0.307 -1.45 -0.61 -1.23 -0.25
O 1.283 5.180 -2.157 1.97 -1.43 -1.15 0.15
O -5.833 -1.802 4.606 0.76 1.74 -1.97 0.14
O -4.419 -5.339 -3.111 1.46 1.82 -3.63 0.12
O 10.240 1.115 -1.716 -0.77 -0.04 0.13 -0.24
O -3.817 3.590 4.728 1.14 1.09 -0.53 0.11
O -2.301 -0.180 0.333 -1.93 -0.28 0.20 0.15
O -6.361 4.855 -7.471 2.81 0.28 -0.73 -0.27
O 5.282 3.556 3.026 0.24 1.12 -0.86 0.15
O 8.674 -0.703 -0.492 2.43 0.47 -0.55 -0.22
O -4.851 5.359 -9.540 0.92 0.64 1.31 -0.22
O 1.160 -1.571 9.349 -2.03 2.07 -3.80 0.10
O -7.940 4.707 -0.801 -0.62 -0.63 -0.03 -0.19
O 1.552 6.748 -0.645 -0.74 -0.17 -0.15 0.05
O -8.795 2.652 0.474 2.92 0.58 0.38 -0.24
O 5.137 -2.520 7.404 -1.46 -0.28 -3.38 0.12
O 4.079 -4.009 6.183 -1.47 -3.70 -1.22 0.12
O -6.198 3.101 0.300 -3.37 0.18 -1.84 -0.27
O -2.551 -2.399 0.857 2.17 2.71 -1.07 0.15
O 5.128 -6.896 -3.150 -0.19 -0.30 2.91 -0.23
O -4.655 -3.764 -4.761 -0.14 0.28 -0.86 0.12
O -7.758 2.399 -1.784 0.29 3.55 0.76 -0.23
O 5.032 -7.424 -0.473 0.84 1.53 -2.70 -0.25
O 4.856 -2.261 5.156 -0.55 0.76 -1.10 0.15
O 4.167 2.882 4.776 -1.86 1.21 0.19 0.09
O -4.354 6.384 -7.219 0.28 0.19 0.07 -0.23
O 6.958 -5.983 -1.621 -3.04 0.35 -0.55 -0.22
O -0.791 -6.711 2.425 1.64 -0.65 -1.97 0.10
O -0.525 5.595 -0.908 5.43 1.10 -0.37 0.09
O -5.459 3.431 6.302 1.74 2.71 -3.41 0.12
O -5.065 5.428 5.121 0.17 -1.53 1.20 0.06
O 2.980 3.295 2.845 4.48 0.68 2.67 0.10
O -5.987 -3.096 6.485 -0.41 1.07 -4.70 0.10
O 0.991 0.136 7.803 0.26 -0.40 0.40 0.06
O -1.112 -6.246 4.637 -1.57 -1.76 -4.67 0.10
C 0.225 0.415 6.640 0.07 -0.73 0.32 -0.05
C -2.460 -3.683 -5.457 -2.07 -0.56 -1.33 -0.02
C 3.186 -4.985 -1.622 -1.13 -1.56 1.13 -0.12
C 7.853 -6.437 -0.645 1.10 -1.31 0.04 -0.12
C 0.699 5.785 -1.171 -5.33 1.69 1.98 -0.50
C 4.048 3.327 3.510 -3.80 -1.91 -1.92 -0.48
C -10.138 2.551 0.085 -0.05 0.91 -0.88 -0.11
C 2.678 5.395 -2.058 0.97 0.54 -1.37 -0.31
C -2.933 6.585 -7.137 0.40 -1.18 -0.65 -0.08
C 11.837 -1.233 -2.615 0.31 -0.25 -3.04 -0.14
C 4.228 -3.012 4.146 1.65 -1.57 -0.33 -0.32
C 11.203 0.804 1.334 0.24 -0.21 -1.10 -0.07
C 0.600 -1.056 8.351 3.74 -0.75 4.73 -0.53
C -4.865 4.094 5.436 -1.34 -1.20 3.08 -0.46
C -1.383 0.541 -0.376 0.75 2.14 0.56 -0.32
C -1.569 -7.146 1.276 0.01 1.27 0.06 -0.02
C 2.824 6.754 -1.372 -1.28 -1.52 0.54 -0.02
C -6.654 -1.643 3.410 0.98 -1.05 0.89 -0.23
C -1.515 -6.602 3.498 0.25 2.38 4.93 -0.52
C -5.155 6.713 -10.038 -0.35 -0.30 0.11 -0.07
C -3.920 -3.444 -5.940 0.63 -0.81 0.54 -0.29
C -3.971 -4.719 -4.089 -0.99 -1.22 3.97 -0.51
C 4.674 -2.886 6.310 3.18 2.12 5.52 -0.60
C 4.996 -5.907 -4.150 1.45 0.16 -0.72 -0.12
C -3.080 4.673 4.092 -1.80 0.47 0.08 -0.27
C -7.069 5.259 -1.764 0.91 1.14 -1.21 -0.11
C -1.873 -1.440 0.507 -0.50 -2.07 0.81 -0.48
C -7.175 -3.103 3.253 -0.15 0.30 -0.77 -0.07
C -3.880 3.221 -6.417 0.29 0.40 1.50 -0.12
C -6.218 -2.846 5.274 -0.27 -2.34 5.75 -0.55
C -7.739 1.042 -1.819 0.36 -2.41 -0.18 -0.15
C -4.121 5.802 4.145 -0.29 -0.61 -1.83 -0.08
C 5.487 2.967 5.234 0.03 0.37 0.47 -0.07
C -0.776 -0.736 6.627 -1.10 2.19 2.35 -0.36
C -0.072 -0.146 -0.011 0.44 1.49 -0.46 -0.09
C 6.250 3.359 4.014 -0.57 0.45 1.00 -0.37
C 7.631 -0.771 -1.443 -1.53 0.76 0.11 -0.12
C 4.070 -4.420 4.787 -0.66 1.33 -0.23 0.01
C -2.929 -7.317 1.876 -0.19 -0.18 0.77 -0.32
H 12.505 -2.083 -2.475 0.01 0.32 0.40 0.09
H 4.936 -2.992 3.317 -0.40 0.07 -0.32 0.16
H -10.193 3.092 -0.860 -0.81 -0.07 -0.10 0.09
H 3.135 -4.893 4.488 -0.24 0.35 0.46 0.14
H 2.870 -6.011 -1.811 -0.65 0.06 -0.03 0.09
H -7.581 6.001 -2.377 -0.34 0.02 0.38 0.10
H 3.970 -5.769 -4.489 0.08 -0.06 0.18 0.09
H -1.788 -0.331 6.662 -0.27 -0.33 0.92 0.17
H 2.931 7.526 -2.134 -0.52 0.27 0.27 0.14
H -4.658 5.758 3.198 0.03 0.23 -0.26 0.13
H 10.507 1.619 1.134 -0.15 -0.14 0.32 0.08
H -2.754 4.408 3.087 -0.26 -0.38 0.17 0.17
H 6.750 -0.543 -0.843 -0.28 -0.42 -0.16 0.09
H -6.221 5.745 -1.283 -0.03 -0.12 0.09 0.09
H 2.775 -4.683 -0.658 -0.04 -0.07 0.05 0.09
H -6.191 6.679 -10.374 0.22 0.05 -0.28 0.09
H -1.125 -8.008 0.779 -0.14 -0.10 0.50 0.15
H -1.707 -6.360 0.534 0.82 0.39 0.13 0.14
H -8.206 -3.188 2.910 -0.21 0.45 0.44 0.14
H -4.452 6.997 -10.822 -0.13 -0.62 -0.18 0.09
H -10.718 3.055 0.858 -0.24 -0.23 -0.19 0.10
H 11.089 0.309 2.298 -0.25 0.23 -0.11 0.09
H -6.111 -1.185 2.583 0.36 -0.40 0.20 0.17
H -3.763 -6.863 1.340 0.09 0.03 0.09 0.17
H -2.498 6.231 -8.072 0.25 0.06 -0.07 0.09
H -4.212 -2.500 -6.401 0.14 0.26 0.79 0.17
H -3.053 3.692 -5.884 -0.15 0.08 0.55 0.08
H 8.224 -5.652 0.013 -0.32 0.05 -0.06 0.09
H -3.717 6.810 4.239 0.03 -0.25 0.61 0.14
H -2.592 7.611 -7.003 -0.81 0.05 0.23 0.09
H 3.635 6.813 -0.647 -0.12 -0.17 -0.11 0.14
H 12.325 -0.263 -2.709 0.00 0.22 1.61 0.09
H 6.964 4.172 4.148 -0.47 0.49 -0.47 0.17
H 7.644 0.039 -2.172 0.52 -0.04 -0.16 0.09
H -8.059 0.589 -0.881 -0.27 -0.05 0.02 0.09
H 2.694 -4.347 -2.355 1.14 0.32 -0.50 0.09
H 0.846 0.347 5.747 0.09 0.23 0.02 0.14
H 7.517 -1.731 -1.947 0.36 -0.06 0.22 0.09
H 4.835 -5.138 4.495 0.51 0.33 0.60 0.14
H -6.702 4.533 -2.490 0.02 -0.27 0.24 0.08
H 5.492 -4.978 -3.871 -0.49 0.23 0.25 0.09
H 8.673 -6.849 -1.233 0.38 0.14 0.30 0.09
H -3.601 2.167 -6.435 -0.42 -0.04 -0.68 0.09
H -0.274 1.380 6.732 0.19 -0.04 -0.02 0.14
H -2.558 5.929 -6.351 0.17 0.32 0.15 0.08
H -6.738 0.657 -2.015 0.18 0.04 -0.03 0.09
H -1.512 1.587 -0.099 0.31 -0.06 0.14 0.17
H 7.430 -7.289 -0.112 -0.04 0.29 0.38 0.08
H 11.511 -1.237 -3.655 0.20 -0.73 -0.48 0.09
H 5.774 3.740 5.946 -1.22 -0.23 0.85 0.14
H -4.831 3.389 -5.912 0.10 -0.30 0.27 0.09
H 0.679 -0.161 -0.801 -0.31 -0.03 -0.23 0.14
H 3.096 5.400 -3.065 -0.19 -0.15 -0.04 0.17
H 12.211 1.207 1.238 -0.02 0.00 0.17 0.09
H 5.701 1.943 5.541 0.61 0.40 0.30 0.16
H 0.435 0.214 0.884 -0.30 0.57 0.06 0.15
H -5.085 7.533 -9.323 0.07 -0.51 0.60 0.08
H 5.652 -6.280 -4.937 -0.50 0.00 -0.50 0.09
H -1.855 -4.115 -6.254 0.07 0.40 0.13 0.14
H -6.646 -3.792 2.594 0.62 0.72 -0.43 0.14
H -8.374 0.726 -2.647 -0.12 -0.13 0.15 0.10
H -10.438 1.514 -0.066 0.07 0.01 0.19 0.09
H -2.164 -2.680 -5.150 0.80 -0.55 1.12 0.13
```
Positions in Å, forces in eV/Å.

Calculated values
Frontier orbital gap in eV: 9.741
2S+1: 1

***

# 2
C33H56FO4PPbS2Si | ωB97M-V/def2-TZVPD

Geometry as XYZ:
```
99
Properties=species:S:1:pos:R:3:forces:R:3:lowdin_charge:R:1
Pb -0.074 0.710 0.413 -0.26 0.12 -0.08 1.00
S 1.109 2.864 2.424 -0.05 -0.22 -0.03 -0.02
S 0.865 0.984 3.230 0.02 0.19 0.11 0.06
P 1.484 -2.626 0.067 0.00 0.05 0.07 1.13
Si -2.912 0.570 0.920 0.25 0.13 -0.02 0.62
F -0.813 0.882 -1.799 -0.05 -0.06 0.05 -0.68
O 3.222 1.195 -1.013 0.12 -0.10 -0.09 0.00
O 0.056 2.955 1.340 0.09 -0.15 -0.04 -0.63
O 0.880 3.884 3.433 0.00 0.00 0.03 -0.43
O 2.440 2.933 1.810 -0.04 -0.02 0.09 -0.46
C -5.085 -1.273 1.661 0.00 -0.02 -0.02 -0.12
C 1.552 -5.251 1.484 -0.01 0.01 -0.02 -0.11
C -0.844 -5.127 -2.351 0.02 0.00 0.00 -0.10
C 3.400 2.372 -0.788 -0.10 0.05 0.00 -0.21
C 0.256 -3.365 -1.095 0.04 -0.03 0.00 -0.35
C -3.162 -1.099 3.249 0.02 -0.01 0.01 -0.11
C -1.642 -4.191 -2.996 -0.02 -0.02 -0.02 -0.11
C -3.297 3.326 0.821 0.00 0.03 0.00 -0.12
C -5.071 2.149 2.102 -0.02 0.01 -0.01 -0.12
C 0.101 -4.715 -1.421 -0.03 0.00 0.02 -0.11
C 0.303 -3.323 2.406 -0.01 -0.01 0.00 -0.12
C 1.548 -3.724 1.603 0.02 -0.04 0.01 -0.70
C 3.832 5.092 0.133 0.02 0.10 0.01 -0.05
C 1.589 5.650 -2.863 0.01 0.01 0.01 -0.27
C 2.771 3.484 -1.544 -0.02 -0.04 0.04 -0.09
C 1.970 3.255 -2.677 0.03 -0.04 -0.01 -0.17
C 1.673 1.892 -3.239 0.10 0.06 -0.01 -0.05
C 1.398 4.356 -3.314 0.00 -0.01 0.02 -0.02
C 2.991 4.797 -1.082 0.00 0.01 -0.03 -0.20
C -3.572 2.173 1.795 -0.06 -0.04 -0.02 -0.66
C 0.927 6.816 -3.547 -0.01 0.02 -0.01 -0.06
C 3.597 -4.207 -1.168 0.00 -0.01 0.00 -0.10
C -0.546 -2.437 -1.767 -0.08 0.03 -0.01 -0.11
C 2.395 5.855 -1.750 -0.02 0.00 0.01 -0.02
C 2.775 -3.290 2.414 0.00 0.02 0.00 -0.11
C 2.751 -2.142 -2.289 0.00 0.00 -0.01 -0.10
C 4.166 -1.934 -0.278 -0.01 -0.01 -0.01 -0.11
C 3.075 -2.792 -0.934 0.01 -0.02 -0.04 -0.69
C -1.481 -2.845 -2.710 -0.01 0.00 0.02 -0.08
C -2.812 2.465 3.092 0.01 -0.01 0.03 -0.11
C -3.574 -1.053 1.777 -0.01 0.02 -0.04 -0.66
C -3.766 0.555 -0.788 -0.06 -0.02 0.05 -0.24
C -2.895 -2.213 1.046 0.03 -0.03 -0.02 -0.14
H -3.713 -0.367 3.842 -0.01 0.00 0.00 0.06
H -2.233 3.405 0.590 0.00 0.00 -0.01 0.06
H -5.418 -1.210 0.621 0.00 0.00 0.01 0.07
H -3.855 3.215 -0.113 0.01 -0.01 0.00 0.07
H 3.682 -2.031 -2.855 -0.01 0.00 0.00 0.08
H -3.178 3.404 3.532 0.01 0.01 -0.01 0.08
H -1.813 -2.085 1.015 0.04 -0.02 0.01 0.03
H -3.179 1.154 -1.486 0.00 0.02 0.01 0.00
H -5.657 -0.547 2.239 -0.01 0.04 0.02 0.05
H 3.699 -3.695 1.999 0.00 0.00 -0.01 0.06
H -3.235 -2.300 0.012 -0.02 0.01 -0.03 0.07
H -3.364 -2.094 3.675 0.00 0.00 0.00 0.07
H -0.613 -3.623 1.897 0.00 0.01 -0.02 0.06
H -0.950 -6.182 -2.576 0.00 0.00 0.00 0.09
H -5.403 3.150 2.415 0.00 -0.01 0.00 0.07
H 4.874 4.795 -0.016 0.00 -0.01 0.01 0.08
H -1.742 2.574 2.918 -0.02 0.01 0.00 0.03
H -5.351 -2.274 2.034 0.00 0.01 0.00 0.07
H 2.542 6.863 -1.374 0.01 0.00 -0.01 0.11
H 1.720 -5.679 2.479 0.01 0.00 0.00 0.08
H -4.798 0.926 -0.751 0.01 0.00 -0.02 0.01
H 4.546 -2.374 0.642 -0.01 0.00 0.01 0.05
H 2.060 -2.746 -2.877 0.01 0.00 0.00 0.07
H 2.673 -3.674 3.434 0.01 0.01 0.00 0.08
H 0.764 4.179 -4.176 0.01 0.01 0.00 0.11
H 3.443 4.567 1.008 0.01 -0.01 -0.03 0.06
H 5.008 -1.847 -0.974 0.00 0.00 0.00 0.08
H 3.818 6.165 0.334 0.02 0.01 -0.01 0.07
H 4.072 2.673 0.027 -0.02 -0.01 -0.04 0.11
H 0.325 -3.828 3.379 0.00 0.01 0.01 0.08
H 2.857 -2.202 2.474 0.00 0.00 0.00 0.08
H 3.939 -4.668 -0.239 0.00 0.00 0.01 0.06
H -2.097 -0.884 3.375 0.01 0.00 0.00 0.07
H 0.358 6.489 -4.418 0.00 0.00 0.00 0.07
H -2.081 -2.089 -3.201 -0.01 -0.02 -0.01 0.11
H -3.112 -3.168 1.549 0.00 0.00 0.00 0.08
H 2.560 1.265 -3.282 0.04 0.00 0.00 0.07
H -2.944 1.679 3.838 -0.01 0.00 -0.01 0.06
H 2.839 -4.850 -1.620 0.01 0.00 0.00 0.06
H 0.925 1.380 -2.623 -0.04 0.00 -0.01 0.04
H 0.589 -5.624 1.134 -0.02 0.00 -0.02 0.06
H 2.333 -5.628 0.824 0.02 0.00 -0.01 0.06
H -0.456 -1.367 -1.594 0.04 0.01 0.07 0.05
H -2.381 -4.513 -3.721 0.00 0.00 0.00 0.09
H 4.455 -4.173 -1.851 -0.01 0.01 0.00 0.08
H 0.269 -2.245 2.581 0.00 0.00 0.01 0.06
H 0.240 7.325 -2.869 0.00 -0.01 0.01 0.08
H -5.303 1.465 2.922 0.00 -0.03 0.01 0.06
H -3.603 4.276 1.284 0.01 0.00 0.00 0.08
H 1.665 7.551 -3.879 0.00 0.00 0.00 0.07
H 0.729 -5.462 -0.957 0.00 -0.01 0.03 0.07
H -3.789 -0.460 -1.195 0.01 -0.01 0.00 0.01
H 3.803 -0.928 -0.069 0.00 0.02 0.00 0.06
H -5.674 1.857 1.236 0.01 0.00 0.00 0.06
H 2.320 -1.146 -2.157 0.01 0.01 0.00 0.07
H 1.254 2.002 -4.242 -0.02 0.00 0.01 0.07
```
Positions in Å, forces in eV/Å.

Calculated values
Total charge: -2
Frontier orbital gap in eV: 5.035
2S+1: 1